[1]
Computed, not measured: a 3-piece molecular cluster, C20H47N4O3 overall, with wB97M-V/def2-TZVPD.

Calculated values
Orbital gap   6.5793 eV
HOMO level   -0.1582 Ha
Net charge   -1
Energy relative to the best compared isomer or geometry (same formula, charge and spin)   0.0 kJ/mol
F_max   0.74 eV/Å

Structure (XYZ):
```
74
Properties=species:S:1:pos:R:3:forces:R:3
C -0.643 -4.491 -3.033 -0.02 -0.20 -0.02
N -0.903 -3.339 -3.871 0.06 -0.06 0.06
C -2.307 -2.996 -3.939 0.40 0.29 0.35
N -2.505 -1.728 -4.613 -0.08 -0.11 -0.60
C -3.876 -1.602 -5.070 0.11 -0.22 0.42
C -4.892 -1.603 -3.925 -0.16 0.32 -0.65
C -6.325 -1.368 -4.429 0.15 -0.03 0.40
O -7.149 -2.523 -4.386 -0.11 0.06 -0.16
C -6.880 -3.431 -5.427 -0.04 -0.13 0.15
C -1.560 -1.498 -5.721 -0.43 0.28 0.12
C -0.275 -0.717 -5.342 0.07 -0.39 0.06
O 0.554 -0.611 -6.258 0.10 0.11 -0.42
O -0.197 -0.303 -4.168 0.11 0.08 0.44
H 0.193 -4.321 -2.354 0.07 0.10 -0.02
H -0.395 -5.379 -3.625 -0.03 -0.02 -0.06
H -1.506 -4.763 -2.413 -0.04 0.07 0.09
H -0.372 -2.527 -3.577 -0.08 0.20 0.00
H -2.847 -3.829 -4.431 -0.02 -0.04 -0.14
H -2.709 -2.900 -2.917 -0.25 -0.11 -0.01
H -4.117 -2.402 -5.795 -0.14 0.00 -0.09
H -3.981 -0.644 -5.580 0.08 0.00 -0.11
H -4.614 -0.767 -3.283 0.07 -0.19 0.30
H -4.885 -2.536 -3.367 0.06 0.01 0.19
H -6.821 -0.643 -3.784 -0.08 -0.01 -0.01
H -6.306 -0.954 -5.443 -0.06 -0.01 -0.12
H -6.966 -2.948 -6.406 0.06 0.04 -0.07
H -7.621 -4.226 -5.364 -0.04 -0.01 0.01
H -5.888 -3.881 -5.336 0.08 0.04 -0.04
H -1.276 -2.423 -6.225 0.07 -0.12 -0.03
H -2.084 -0.887 -6.460 0.07 0.06 -0.06
C -1.311 4.283 -0.889 0.00 0.03 -0.03
C -0.239 3.774 0.062 0.03 0.07 -0.08
N -0.566 2.487 0.641 -0.10 -0.05 0.10
C 0.273 2.129 1.764 0.08 0.05 0.18
C 1.773 1.921 1.513 0.04 -0.11 0.13
C -0.840 1.421 -0.320 -0.06 -0.08 -0.22
C 0.224 1.087 -1.368 -0.09 -0.14 0.14
H -2.289 4.276 -0.406 0.00 -0.03 0.01
H -1.084 5.308 -1.189 0.01 0.00 -0.01
H -1.369 3.682 -1.796 0.00 -0.01 0.00
H -0.137 4.489 0.886 0.03 -0.05 0.04
H 0.728 3.770 -0.467 -0.01 0.02 -0.01
H -0.137 1.224 2.222 -0.02 -0.03 -0.07
H 0.162 2.915 2.520 0.00 0.05 -0.06
H 1.971 0.996 0.974 0.00 0.04 -0.08
H 2.298 1.856 2.472 -0.01 0.02 0.00
H 2.214 2.747 0.954 -0.02 0.00 -0.03
H -1.762 1.679 -0.847 0.01 0.05 0.02
H -1.087 0.520 0.249 0.05 0.03 0.08
H 0.607 1.980 -1.865 -0.01 0.01 -0.02
H -0.203 0.454 -2.148 0.06 0.06 -0.06
H 1.068 0.546 -0.940 0.04 0.08 0.01
C 6.455 0.898 7.638 0.01 -0.02 0.02
C 4.955 0.980 7.392 0.06 -0.08 0.04
N 4.623 1.631 6.142 -0.04 0.09 -0.05
C 3.224 2.004 6.033 -0.20 0.09 0.06
C 2.177 0.884 6.016 -0.06 0.04 -0.07
C 5.222 1.051 4.951 0.17 -0.06 -0.11
C 4.960 -0.433 4.663 -0.01 0.03 -0.07
H 6.915 1.883 7.541 -0.01 0.01 -0.03
H 6.645 0.530 8.647 0.00 -0.01 0.00
H 6.949 0.218 6.944 0.00 0.00 -0.01
H 4.506 1.568 8.197 -0.07 0.01 -0.03
H 4.527 -0.033 7.474 0.01 0.00 0.02
H 3.098 2.616 5.136 0.08 -0.04 -0.05
H 2.997 2.670 6.872 0.07 -0.04 0.05
H 2.181 0.337 5.074 0.03 -0.04 0.02
H 1.181 1.315 6.130 0.00 0.01 0.00
H 2.319 0.173 6.832 0.04 0.00 0.00
H 6.303 1.199 5.012 -0.01 -0.01 0.06
H 4.904 1.647 4.093 -0.08 0.02 0.03
H 5.123 -1.055 5.544 0.01 0.01 0.01
H 5.646 -0.779 3.887 0.00 0.01 0.00
H 3.949 -0.612 4.301 -0.02 -0.02 0.06
```
Positions in Å, forces in eV/Å.

Mulliken population analysis, charges in e, atoms 1 to 8:
1 C -0.949
2 N -0.169
3 C -1.072
4 N 0.444
5 C -0.867
6 C -0.463
7 C -0.606
8 O -0.403

[2]
Computed, not measured: C20H48BBa3N2O24P4 as an isolated structure, with wB97M-V/def2-TZVPD.

Calculated values
Orbital gap   7.2681 eV
HOMO level   -0.5481 Ha
Net charge   +3
Energy relative to the best compared isomer or geometry (same formula, charge and spin)   468.9 kJ/mol
F_max   6.86 eV/Å

Structure (XYZ):
```
102
Properties=species:S:1:pos:R:3:forces:R:3
Ba 0.411 4.141 -0.278 -0.70 0.01 0.77
Ba 3.343 1.982 -2.976 -0.89 -1.53 -0.84
Ba -2.807 -4.061 1.379 1.90 0.55 0.46
B 3.089 3.850 -0.946 0.77 0.53 0.38
H 2.308 3.959 -1.683 -2.52 0.60 -3.42
H 4.067 3.655 -1.357 3.54 -0.34 -1.58
H 3.153 4.682 -0.262 -0.03 3.26 2.04
H 2.826 3.021 -0.307 -1.15 -3.58 2.13
C 1.113 -1.697 -0.679 0.23 1.57 -1.49
C -0.017 -2.029 0.072 1.32 -2.98 0.30
C -1.108 -1.009 0.304 -2.08 -0.85 0.03
O -2.256 -1.311 0.768 0.19 -2.28 0.89
C -0.982 0.254 -0.139 3.71 3.02 -2.40
C 0.178 0.638 -0.984 -1.11 -2.60 0.22
C 1.250 -0.480 -1.428 -2.33 -1.22 4.35
O 2.217 -0.182 -2.104 1.42 1.14 -1.29
O 0.372 1.740 -1.498 0.34 1.80 -0.01
O -0.070 -3.247 0.532 -1.94 2.28 -0.05
H 1.925 -2.400 -0.790 -0.21 -0.35 0.12
H -1.740 1.008 0.015 -0.19 -0.10 0.01
C -5.152 0.143 2.075 0.79 -0.35 0.37
N -5.325 0.797 3.420 -3.04 -0.59 1.94
O -5.285 1.999 3.496 1.10 0.59 -1.00
O -5.748 0.130 4.381 1.35 -0.23 -1.80
H -4.076 0.107 1.908 -0.01 0.19 -0.28
H -5.676 0.712 1.306 0.10 0.08 0.37
H -5.505 -0.888 2.102 -0.24 0.29 0.31
C 4.606 -2.513 -2.128 0.42 -0.16 0.60
N 5.268 -3.820 -2.377 2.49 -2.41 -0.29
O 6.124 -4.216 -1.524 -2.67 1.20 -2.51
O 4.970 -4.438 -3.433 0.51 1.72 2.78
H 3.561 -2.718 -2.362 0.18 0.71 0.12
H 5.097 -1.703 -2.666 -0.25 -0.50 -0.94
H 4.856 -2.205 -1.112 -0.65 -0.60 0.28
C -1.389 -8.755 3.993 -3.35 0.93 -1.03
O -0.276 -7.964 4.198 2.18 2.62 -0.12
P -0.407 -6.328 4.252 1.65 -0.11 -0.87
O -1.404 -5.665 3.335 -0.47 -0.57 0.38
O -0.554 -5.960 5.759 -0.81 0.83 -0.86
C 0.173 -6.654 6.753 1.19 -1.72 0.80
O 1.048 -5.753 3.850 -1.35 -0.37 1.60
C 1.454 -5.901 2.503 0.25 -0.76 -0.51
H -1.773 -9.221 4.900 0.36 -0.19 -0.19
H -1.480 -9.350 3.084 1.54 -0.86 0.35
H -2.110 -8.024 3.627 -1.16 -0.05 0.63
H 1.170 -6.908 6.391 0.09 0.22 -0.04
H -0.301 -7.613 6.962 -0.23 0.12 0.03
H 0.296 -6.130 7.701 -0.47 0.55 -0.47
H 1.795 -6.935 2.444 -0.09 -0.01 -0.74
H 2.293 -5.257 2.239 -0.16 0.17 0.51
H 0.609 -5.661 1.859 0.22 -0.21 -0.28
C -4.479 2.511 -0.722 -0.76 -2.49 0.22
O -4.541 3.514 -1.733 1.75 0.85 0.51
P -3.298 4.547 -1.818 -2.92 1.78 -1.33
O -2.032 3.953 -1.316 0.50 0.12 -0.50
O -3.414 5.157 -3.351 0.17 0.41 4.75
C -2.988 4.481 -4.498 -0.05 -1.66 -0.15
O -3.784 5.792 -0.901 0.99 -0.75 -2.79
C -4.089 5.471 0.419 0.53 -0.04 2.27
H -3.815 2.494 0.142 0.58 1.36 -0.31
H -4.238 1.565 -1.208 -0.02 -0.07 -0.28
H -5.449 2.337 -0.256 -0.32 0.60 -0.45
H -2.421 5.142 -5.153 -0.31 -0.04 0.06
H -3.895 4.047 -4.919 0.21 0.27 -0.67
H -2.392 3.627 -4.176 0.42 0.01 -0.36
H -3.800 6.293 1.073 -0.57 0.52 -0.36
H -3.403 4.722 0.816 -0.18 -0.67 -0.18
H -5.125 5.184 0.596 0.06 0.06 -0.27
C 1.850 1.052 2.260 -0.47 -0.31 0.61
O 2.979 1.916 2.190 0.12 2.13 0.82
P 2.690 3.407 2.811 4.22 -1.29 5.25
O 1.714 4.243 2.120 -1.28 0.26 -1.36
O 2.360 3.098 4.413 0.96 0.26 -3.81
C 1.459 3.951 5.078 -1.89 -0.25 0.72
O 4.182 4.088 3.116 -2.71 -1.50 -0.89
C 5.040 4.180 1.978 -0.55 -0.07 -1.13
H 1.513 0.896 3.285 0.06 0.38 0.21
H 2.125 0.045 1.948 0.03 0.36 -0.72
H 1.042 1.541 1.716 -0.27 -0.66 -0.33
H 1.840 4.202 6.068 0.07 0.03 -0.25
H 0.557 3.345 5.160 -0.21 0.09 0.66
H 1.093 4.827 4.542 0.78 0.21 -0.20
H 4.835 5.114 1.455 0.57 0.29 0.29
H 4.705 3.427 1.264 0.58 -0.32 -0.14
H 6.083 4.014 2.248 -0.26 0.24 0.15
C 0.221 1.412 -7.260 -0.19 -0.24 -3.16
O -0.339 0.323 -6.553 1.84 -0.71 2.94
P 0.556 -0.180 -5.262 -2.19 1.23 -0.12
O 1.750 0.638 -4.875 -0.38 0.00 -0.40
O -0.622 -0.089 -4.172 1.26 -0.08 0.64
C -1.533 1.052 -4.034 0.57 -0.61 -1.37
O 0.854 -1.710 -5.480 -1.18 1.16 -0.98
C 1.404 -2.454 -4.448 2.09 -0.69 2.56
H -0.563 1.766 -7.929 -0.30 0.25 0.39
H 0.861 0.914 -7.988 0.85 0.68 0.11
H 0.672 2.278 -6.775 0.00 -0.56 0.63
H -1.229 1.929 -4.605 0.40 -0.25 -0.43
H -1.577 1.447 -3.019 -0.35 -0.90 0.18
H -2.391 0.613 -4.542 -0.68 0.77 0.79
H 0.827 -2.507 -3.525 -0.88 -0.09 -0.38
H 2.307 -1.982 -4.063 0.29 0.37 -0.35
H 1.765 -3.454 -4.691 -0.69 0.09 -0.83
```
Positions in Å, forces in eV/Å.

Mulliken population analysis, charges in e, atoms 1 to 8:
1 Ba 1.839
2 Ba 1.801
3 Ba 1.829
4 B -0.401
5 H -0.256
6 H -0.188
7 H 0.122
8 H -0.030

[3]
Computed, not measured: a 6-piece molecular cluster, C20H48BClN6O5 overall, with wB97M-V/def2-TZVPD.

Calculated values
Orbital gap   9.4523 eV
HOMO level   -0.3271 Ha
SMILES   CCB(Cl)CCCN.CNC(C)=O.CNC(C)=O.CNC(C)=O.CNC(C)=O.CNC(C)=O
F_max   0.20 eV/Å

Structure (XYZ):
```
81
Properties=species:S:1:pos:R:3:forces:R:3
C -4.729 -6.673 3.611 0.09 0.03 0.05
C -5.014 -7.067 2.135 -0.06 0.05 -0.08
B -3.722 -6.970 1.245 -0.08 0.04 0.04
Cl -3.011 -8.505 0.684 0.02 -0.02 -0.02
C -3.000 -5.659 0.794 -0.13 -0.01 0.16
C -3.305 -4.359 1.555 0.01 0.00 0.08
C -4.679 -3.714 1.301 0.05 -0.01 -0.03
N -5.153 -3.964 -0.069 -0.05 0.04 -0.06
H -3.675 -6.444 3.791 -0.04 -0.06 0.00
H -5.288 -5.789 3.920 0.01 -0.03 -0.07
H -4.999 -7.487 4.284 0.02 0.03 -0.03
H -5.436 -8.071 2.092 0.02 0.03 0.00
H -5.778 -6.394 1.724 0.06 0.00 0.04
H -3.246 -5.531 -0.272 0.08 -0.06 0.00
H -1.919 -5.828 0.790 -0.03 0.04 -0.02
H -3.204 -4.538 2.627 -0.03 0.14 -0.02
H -2.533 -3.633 1.303 0.03 -0.10 -0.09
H -5.396 -4.012 2.078 -0.03 -0.10 -0.13
H -4.568 -2.630 1.385 -0.01 -0.06 0.16
H -5.994 -3.428 -0.255 0.08 -0.02 0.03
H -5.404 -4.939 -0.196 0.02 0.05 0.03
C -0.055 -2.246 -2.191 0.03 -0.02 -0.01
C -1.029 -2.837 -1.203 -0.14 0.00 0.02
O -0.669 -3.222 -0.096 0.00 0.04 -0.07
N -2.334 -2.926 -1.579 0.12 -0.01 0.12
C -2.917 -2.518 -2.835 0.03 0.04 -0.07
H 0.933 -2.230 -1.746 0.00 0.00 0.00
H -0.028 -2.831 -3.112 0.01 0.00 0.00
H -0.323 -1.223 -2.455 0.00 0.00 0.01
H -2.965 -3.311 -0.888 -0.07 -0.02 -0.05
H -3.674 -1.745 -2.690 0.00 0.00 0.03
H -3.386 -3.361 -3.347 0.00 -0.02 0.02
H -2.148 -2.115 -3.488 -0.03 0.00 -0.01
C 3.083 1.570 -0.809 -0.07 0.01 -0.04
C 3.367 0.189 -1.341 0.07 -0.01 0.05
O 2.613 -0.385 -2.111 0.00 0.02 -0.01
N 4.516 -0.412 -0.925 -0.01 -0.04 -0.02
C 5.528 0.124 -0.043 0.01 0.07 0.03
H 2.142 1.907 -1.236 0.00 -0.02 0.00
H 3.000 1.564 0.279 -0.01 -0.01 0.00
H 3.868 2.281 -1.063 0.00 0.02 0.00
H 4.649 -1.337 -1.301 -0.01 0.01 -0.01
H 6.499 0.181 -0.540 -0.01 -0.01 -0.02
H 5.638 -0.486 0.857 -0.02 -0.01 0.00
H 5.257 1.130 0.263 0.02 -0.01 0.01
C 2.548 5.769 -0.718 -0.01 -0.04 -0.02
C 3.813 5.498 0.056 -0.02 0.04 0.00
O 4.440 4.457 -0.065 0.05 0.00 0.02
N 4.248 6.467 0.908 0.04 -0.02 0.02
C 3.641 7.751 1.178 -0.06 0.03 -0.02
H 2.338 4.904 -1.340 0.01 0.00 0.01
H 1.702 5.942 -0.052 0.00 -0.01 0.00
H 2.636 6.643 -1.362 -0.01 0.00 0.00
H 5.096 6.226 1.397 -0.01 -0.01 -0.01
H 4.316 8.571 0.927 0.01 -0.02 -0.01
H 3.359 7.847 2.228 0.01 -0.02 0.00
H 2.741 7.864 0.580 0.01 0.02 0.01
C -0.655 -2.577 3.284 -0.05 0.01 -0.01
C -1.523 -2.900 4.476 0.04 -0.02 0.01
O -2.732 -2.734 4.467 -0.01 0.02 0.00
N -0.907 -3.399 5.585 -0.04 -0.01 0.03
C 0.499 -3.672 5.777 0.07 0.00 -0.05
H -1.291 -2.210 2.486 0.02 0.02 0.00
H 0.087 -1.816 3.531 0.01 -0.01 0.01
H -0.129 -3.459 2.919 0.00 0.01 -0.02
H -1.540 -3.594 6.345 0.00 0.00 -0.02
H 0.677 -4.729 5.987 -0.03 0.00 0.00
H 0.913 -3.083 6.598 -0.02 0.01 0.00
H 1.048 -3.417 4.875 0.01 -0.01 0.01
C 1.041 7.143 -5.560 0.00 -0.01 0.01
C 1.452 7.760 -4.243 -0.02 -0.03 -0.06
O 1.042 7.325 -3.179 0.04 0.07 0.04
N 2.301 8.823 -4.282 0.01 0.02 0.06
C 2.884 9.458 -5.442 -0.01 -0.01 -0.08
H 0.371 6.318 -5.338 0.00 0.00 -0.02
H 0.528 7.866 -6.195 -0.01 0.00 0.01
H 1.905 6.767 -6.109 0.00 -0.01 0.01
H 2.526 9.195 -3.373 -0.01 -0.01 0.00
H 3.974 9.410 -5.417 0.00 -0.01 0.02
H 2.586 10.506 -5.515 -0.01 -0.01 0.02
H 2.550 8.955 -6.345 0.01 0.01 0.00
```
Positions in Å, forces in eV/Å.

Mulliken population analysis, charges in e, atoms 1 to 8:
1 C -1.153
2 C -0.237
3 B 0.143
4 Cl -0.313
5 C -1.114
6 C 1.314
7 C -1.120
8 N -0.441